[1]
The following is a DFT calculation (ωB97M-V with the def2-TZVPD basis set) of an isolated molecule of C4H7NO in a non-equilibrium geometry.

The HOMO-LUMO gap comes out at 10.2 eV. Its net charge is 0. The calculation puts the LUMO energy at 0.985 eV. As for the spin multiplicity: 1. As for the calculated total energy: -286.47243 a.u.

Each line ends with the Mulliken charge.
Geometry (Å):
C 1.892 0.047 0.301  -1.076
C 0.421 0.260 0.455  0.503
O 0.036 1.303 0.946  -0.539
C -0.633 -0.697 -0.166  0.069
C -1.864 0.031 0.135  -0.524
N -1.095 -0.028 -1.348  -0.536
H 2.384 0.864 0.833  0.330
H 2.170 0.087 -0.757  0.265
H 2.187 -0.922 0.705  0.312
H -0.476 -1.774 -0.170  0.406
H -1.856 0.484 1.142  0.217
H -2.853 -0.092 -0.235  0.345
H -0.314 0.438 -1.841  0.228

Atoms 1-6, force components in eV/Å:
0.18 -0.13 0.01
0.13 0.31 0.31
0.78 -0.27 0.08
0.10 -0.39 0.44
-0.33 -0.08 -0.69
-0.16 0.11 0.32

---

[2]
The following is a DFT calculation (ωB97M-V with the def2-TZVPD basis set) of an isolated molecule of C4H7NO in a non-equilibrium geometry.

The HOMO-LUMO gap comes out at 9.1 eV. Its net charge is 0. The calculation puts the LUMO energy at 0.659 eV. As for the spin multiplicity: 1. As for the calculated total energy: -286.48148 a.u.

Each line ends with the Mulliken charge.
Geometry (Å):
C 1.713 0.186 0.507  -0.592
O 0.960 -0.505 -0.507  -0.333
C -0.386 0.278 -1.011  -0.385
C -1.357 -0.547 -0.311  -0.792
C -1.916 -0.025 0.893  0.412
N -2.314 0.392 1.904  -0.513
H 2.201 1.044 0.040  0.289
H 1.049 0.514 1.316  0.320
H 2.461 -0.508 0.892  0.229
H -0.223 1.301 -0.674  0.351
H -0.318 0.176 -2.092  0.195
H 0.127 -1.112 -0.054  0.455
H -1.996 -1.195 -0.901  0.365

Atoms 1-6, force components in eV/Å:
0.12 0.09 0.10
-0.13 -0.20 0.10
-0.02 0.03 0.02
-0.24 0.10 -0.14
-0.32 0.30 0.83
0.35 -0.35 -0.91

---

Q: Which HOMO energy values were calculated for the entries above? A: -9.17 -8.44, in eV.